Record 1
Here is a cluster of 2 separate species, C11H23N3 in total at a distorted geometry from the Open Molecules 2025 dataset. Energies are from wB97M-V/def2-TZVPD.

Values from the calculation:
Largest force on an atom, hartree/bohr: 0.037
LUMO level, eV: 0.861
Relative energy (zero: lowest compared OMol25 entry of this formula, charge and spin), kJ/mol: 505.48

Each line ends with the natural charge from an NBO analysis.
Geometry (Å):
H (-0.91293, -0.05851, 0.98522)  0.16
H (-1.94285, 2.78370, 1.54242)  0.22
C (3.65177, 2.14422, -0.90238)  -0.65
H (-5.14583, -0.07934, 2.42123)  0.20
C (-1.63842, 2.05715, 0.82948)  -0.19
N (-2.79998, -0.02838, -0.03000)  -0.48
N (3.11538, -0.16923, -0.18321)  -0.06
C (-4.59653, 0.36768, 1.59567)  -0.60
H (4.17681, 2.55277, -1.76023)  0.21
H (2.74142, -2.14811, 0.29449)  0.22
H (4.09564, -1.91211, -0.83367)  0.20
H (2.60346, 1.98426, -1.16398)  0.25
H (-3.52272, -1.59906, -2.94504)  0.20
C (4.22938, 0.80461, -0.47931)  -0.29
C (-1.04312, 1.77333, -0.29083)  -0.16
H (4.74361, -2.65753, 1.53924)  0.23
H (-4.56644, -1.62259, -1.52363)  0.20
H (5.57890, -1.21200, 0.98472)  0.21
N (1.96614, 0.10233, -0.19755)  -0.27
H (3.68373, 2.86690, -0.09246)  0.21
H (-4.16214, -0.08535, -2.28570)  0.21
C (-3.57412, -0.62306, 1.04552)  -0.21
C (-3.77982, -1.06994, -2.03063)  -0.61
H (-1.74085, -0.47350, -1.73881)  0.20
H (-2.19771, -1.91477, -0.81438)  0.16
H (4.83393, 0.89197, 0.42331)  0.21
H (-4.10194, -1.50303, 0.67049)  0.19
C (4.60545, -1.61885, 1.24876)  -0.63
C (-1.60544, 0.60865, 0.45460)  -0.08
C (-2.54346, -0.91951, -1.14748)  -0.20
H (-0.52188, 2.06886, -1.16663)  0.22
H (-5.29671, 0.64831, 0.81398)  0.21
H (-2.91252, -0.95772, 1.86338)  0.17
H (-4.09927, 1.26529, 1.94987)  0.20
C (3.62809, -1.54624, 0.08431)  -0.27
H (4.21445, -1.07480, 2.10611)  0.22
H (4.83650, 0.35359, -1.26691)  0.20

Atomic forces in eV per Å
H -0.052 0.013 -0.065
H -0.136 0.307 0.322
C 0.046 -0.136 -0.026
H -0.108 0.020 0.141
C 0.575 -0.416 -0.972
N 0.058 -0.063 -0.101
N 1.399 -0.635 0.054
C 0.159 -0.299 -0.015
H 0.120 0.052 -0.029
H 0.064 0.190 -0.124
H -0.034 0.040 -0.003
H 0.065 0.091 0.003
H -0.049 -0.116 -0.114
C 0.089 0.641 -0.224
C -0.633 -0.096 1.098
H 0.026 -0.059 0.020
H -0.134 -0.065 0.028
H 0.076 0.024 0.065
N -1.868 0.270 0.076
H -0.030 0.078 0.039
H -0.046 0.092 -0.059
C -0.195 0.168 0.118
C 0.294 -0.020 0.140
H 0.015 -0.068 0.037
H 0.062 0.081 -0.052
H 0.033 -0.101 -0.075
H 0.064 -0.022 0.021
C -0.039 0.111 -0.197
C 0.152 0.254 0.104
C -0.166 -0.056 -0.131
H 0.282 0.164 -0.367
H -0.079 0.061 -0.074
H -0.051 -0.074 -0.117
H 0.019 0.128 0.073
C -0.001 -0.539 0.216
H -0.012 0.023 0.109
H 0.036 -0.043 0.083

=====

Record 2
Here is a cluster of 5 separate species, C11H23NO19S5 in total at a distorted geometry from the Open Molecules 2025 dataset. Energies are from wB97M-V/def2-TZVPD.

Values from the calculation:
Largest force on an atom, hartree/bohr: 0.127
LUMO level, eV: 0.159

Each line ends with the natural charge from an NBO analysis.
Geometry (Å):
H (-1.33731, -0.54239, -1.78179)  0.21
C (-3.65928, -3.37881, 5.10055)  -0.10
H (3.05743, 2.73237, 4.35651)  0.22
H (-3.40829, 3.33282, 3.67720)  0.36
C (6.32339, -0.65430, -8.42201)  -0.10
N (-2.47570, 3.42878, 4.12528)  -0.55
H (-2.34151, 4.40297, 4.45340)  0.35
O (-5.12039, -2.40050, 6.65496)  -0.68
C (2.03475, 2.91362, 4.84753)  -0.40
H (7.36612, -0.87536, -8.65131)  0.22
O (-0.94146, 1.53098, 3.05482)  -0.65
O (-1.93012, -0.54462, 0.20957)  -0.68
C (6.17694, 0.49069, -7.43048)  -0.10
H (6.91696, 0.41596, -6.62864)  0.20
H (-3.72332, -1.26166, 5.61810)  0.25
O (2.91933, 1.64383, -1.83323)  -0.88
O (2.28154, 1.04244, -4.15719)  -0.68
H (1.98138, 3.00308, 5.99418)  0.21
H (-2.28874, 1.66993, -1.40705)  0.20
H (0.10111, 3.02472, 2.00932)  0.21
S (-1.23639, 1.34565, 4.70379)  1.68
H (2.33430, -0.51449, -5.53426)  0.22
H (5.78392, -0.44405, -9.35033)  0.20
H (0.14934, 3.98992, 4.45083)  0.22
H (1.17240, 1.56322, 2.45702)  0.21
O (4.87961, 0.32842, -6.85529)  -0.68
C (0.32919, 2.24898, 2.84757)  -0.13
H (0.61089, -1.14936, -3.93208)  0.18
O (-6.73952, -4.10401, 5.86749)  -0.89
C (-2.98583, 0.82707, -1.37621)  -0.11
S (1.81744, 1.15452, -2.60659)  2.51
O (1.65439, -0.43619, -2.31825)  -0.68
O (-3.93530, -0.64114, 1.67511)  -0.88
O (5.69758, -1.77231, -7.79184)  -0.67
H (3.59413, -0.52815, -4.27715)  0.22
H (6.26128, 1.46619, -7.91138)  0.22
H (1.99223, -2.16025, -3.43300)  0.22
O (3.25516, -1.38059, -7.61790)  -0.88
O (-2.37465, 2.54203, 5.18182)  -0.55
O (-4.29448, -4.49915, 5.71916)  -0.68
H (-2.89021, -1.34103, -1.41873)  0.19
H (-4.18759, -3.16367, 4.16695)  0.20
O (4.63911, -1.77184, -5.54991)  -0.90
H (-3.59860, 0.83074, -2.27829)  0.21
C (2.54286, -0.32579, -4.48092)  -0.12
O (-3.79997, 0.97022, -0.21268)  -0.68
C (-2.24699, -0.48847, -1.18158)  -0.10
H (-3.08448, -2.31775, 6.90431)  0.19
O (-2.35710, 1.32368, 1.78648)  -0.87
S (4.47135, -1.24201, -6.87027)  2.51
O (-1.96769, 0.00738, 4.84901)  -0.92
S (-5.53129, -3.97016, 6.62913)  2.51
C (0.80833, 3.11579, 4.12080)  -0.25
O (-5.38206, -4.50497, 7.95049)  -0.89
C (-3.81529, -2.23836, 6.09437)  -0.11
O (0.51299, 1.75294, -2.57157)  -0.90
C (1.64109, -1.13621, -3.56279)  -0.10
H (-2.61431, -3.60026, 4.88241)  0.21
S (-3.03863, 0.28887, 1.05454)  2.51

Atomic forces in eV per Å
H 0.040 0.075 0.299
C -0.111 0.590 -0.494
H -1.959 -0.885 0.810
H 0.839 0.035 0.655
C -0.114 0.521 -0.503
N -0.991 2.144 -1.403
H -0.316 -1.046 0.126
O -0.481 -0.992 -0.270
C -2.333 0.702 -1.106
H -0.158 -0.203 0.180
O 3.941 1.027 5.078
O -0.355 0.704 0.378
C 0.748 -0.026 0.049
H -0.016 0.016 -0.080
H -0.185 -0.136 0.115
O -1.106 -0.233 -0.378
O -0.772 0.187 0.902
H 0.472 0.953 -1.997
H 0.025 -0.105 -0.102
H 0.175 -1.526 1.235
S -0.602 -4.139 0.575
H -0.198 0.290 0.185
H 0.087 0.040 0.040
H 0.310 -2.084 0.062
H -1.548 0.827 0.929
O -0.466 -0.878 -0.227
C 1.333 2.700 -0.900
H 0.066 -0.055 -0.052
O 0.739 0.019 0.866
C 0.582 0.268 -0.244
S 0.209 -0.172 -0.280
O 0.416 0.825 -0.002
O 0.658 0.826 -0.276
O -0.474 0.261 0.908
H -0.307 0.101 0.123
H -0.266 -0.096 0.113
H 0.046 0.199 0.219
O 0.704 0.053 0.954
O 0.371 -1.087 -0.792
O -0.454 0.144 0.874
H 0.016 0.058 -0.023
H 0.100 0.068 0.040
O -0.080 -0.159 -1.241
H -0.130 -0.022 0.252
C 0.348 -0.380 0.316
O 0.073 -0.793 0.355
C -0.341 -0.217 -0.510
H -0.003 0.011 -0.083
O -4.084 -1.730 -3.363
S 0.607 -0.011 -0.697
O 1.478 3.792 -0.771
S 0.168 0.250 -0.183
C 2.612 -0.806 0.789
O -0.337 0.165 -1.027
C 0.713 0.119 -0.045
O 0.987 -0.212 0.134
C -0.353 -0.112 -0.634
H -0.158 -0.172 0.175
S -0.170 0.306 -0.053

=====

Record 3
Here is a structure of composition C11H24AsN4OS5V at a distorted geometry from the Open Molecules 2025 dataset. Energies are from wB97M-V/def2-TZVPD.

Values from the calculation:
Largest force on an atom, hartree/bohr: 0.025
LUMO level, eV: -8.264
Total charge: +2

Each line ends with the natural charge from an NBO analysis.
Geometry (Å):
H (-4.17538, -1.62561, -3.01917)  0.22
H (-4.55638, 1.86200, -3.93000)  0.23
H (-4.37375, -2.87492, -1.81279)  0.23
C (-3.63350, -2.36422, -2.43024)  -0.22
H (4.48598, 1.07555, 4.00137)  0.24
As (1.77308, -0.53060, -2.63395)  0.92
H (-2.17375, -2.82329, -3.96951)  0.22
C (3.41770, 1.22594, 4.14833)  -0.21
H (-2.41141, -2.16846, -0.69780)  0.43
N (-2.77141, -1.62630, -1.47575)  -0.53
H (3.06955, -0.27495, 1.10585)  0.22
H (-2.23295, -3.99282, -2.65473)  0.22
H (-0.18712, 4.04332, 2.91577)  0.24
H (3.08687, 0.54325, 4.93529)  0.22
H (3.56267, 3.32823, 3.73267)  0.23
C (-2.55667, -0.33266, -1.37021)  0.43
H (-1.05277, 2.56332, 3.38502)  0.23
H (4.44868, -0.14819, 2.20346)  0.23
H (1.09328, 2.33776, 5.26546)  0.22
N (1.03019, 2.38753, 3.16823)  -0.36
S (0.61086, -1.10055, -4.16006)  -0.35
S (3.70017, -0.18795, -2.27338)  -0.30
H (-5.15102, 0.20960, -3.78122)  0.22
H (3.48787, 2.93001, 5.44473)  0.26
H (-2.70437, 1.53486, -1.96174)  0.43
C (-4.35917, 0.82611, -4.20324)  -0.63
C (3.09007, 2.66932, 4.46384)  -0.44
H (-2.75560, -0.64428, -3.96788)  0.22
H (-2.19702, 0.99022, -4.20589)  0.23
V (0.26108, 0.32939, -0.04805)  0.49
N (2.75719, 0.82595, 2.88413)  -0.36
S (0.58877, 1.53708, -1.67850)  -0.01
C (-2.98690, 0.39496, -3.74130)  -0.22
H (-0.45063, 2.77539, 1.71457)  0.21
N (-2.79910, 0.57869, -2.28239)  -0.54
S (-1.97028, 0.22562, 0.22975)  0.01
C (3.37118, -0.28545, 2.15008)  -0.40
H (-3.52062, -3.95861, -3.85056)  0.25
S (0.88996, -1.58971, -0.58592)  -0.09
C (1.62995, 1.40415, 2.52903)  0.81
C (-0.25060, 2.96737, 2.76662)  -0.40
C (-2.83927, -3.33461, -3.27666)  -0.62
H (3.10020, -1.23208, 2.61753)  0.22
O (1.03740, 0.95473, 1.42182)  -0.66
H (-4.41299, 0.75654, -5.28767)  0.25
C (1.59023, 2.87169, 4.45130)  -0.21
H (1.32262, 3.92433, 4.52824)  0.24

Atomic forces in eV per Å
H -0.004 -0.213 0.058
H 0.001 0.028 0.007
H 0.051 -0.077 -0.049
C -0.063 0.243 0.153
H -0.022 0.077 0.057
As -0.095 -0.270 0.081
H 0.041 0.056 -0.027
C -0.079 -0.138 -0.225
H -0.096 0.027 -0.132
N 0.039 0.048 0.133
H 0.047 -0.043 0.091
H -0.014 -0.027 0.031
H -0.062 -0.018 -0.019
H 0.020 0.066 0.031
H -0.016 -0.016 0.007
C -0.043 -0.150 0.105
H -0.037 0.023 -0.036
H -0.009 -0.077 -0.040
H 0.061 0.018 0.019
N 0.271 0.172 0.503
S -0.266 -0.080 -0.217
S 0.468 0.106 0.089
H -0.022 -0.037 0.036
H -0.023 -0.014 -0.037
H 0.012 -0.093 -0.074
C -0.056 0.039 -0.085
C 0.059 0.041 0.140
H -0.028 0.146 -0.087
H -0.108 0.019 -0.037
V 0.553 0.130 -0.650
N 0.243 0.243 0.451
S -0.163 -0.158 0.510
C 0.338 -0.020 0.173
H -0.009 0.035 0.134
N 0.020 0.070 -0.011
S -0.205 0.017 0.014
C -0.127 0.159 -0.014
H -0.026 -0.015 -0.039
S -0.090 0.310 -0.003
C -0.448 -0.465 -1.127
C 0.082 -0.085 -0.134
C -0.013 -0.056 -0.025
H 0.027 -0.039 -0.065
O -0.124 0.102 0.503
H -0.015 -0.013 -0.040
C -0.154 -0.055 -0.192
H 0.084 -0.017 0.038